Entry 1:
DFT (ωB97M-V/def2-TZVPD) results for C30H86F6NO33S2 as an isolated structure in a non-equilibrium geometry.

```
158
Properties=species:S:1:pos:R:3:mulliken_charge:R:1
C -1.869 0.307 -0.815 -0.2691
F -1.846 1.509 -0.293 0.1263
F -2.878 -0.350 -0.313 0.6538
F -2.181 0.489 -2.114 -0.1770
S -0.272 -0.604 -0.769 1.5451
O -0.602 -1.978 -0.942 -0.7332
O 0.571 0.038 -1.723 -0.5381
N 0.291 -0.395 0.621 -0.7532
S 1.912 -0.002 0.702 -0.7372
O 2.607 -1.148 0.242 0.2848
O 2.097 1.323 0.193 0.0402
C 2.461 0.160 2.502 0.2091
F 2.196 -0.901 3.265 -0.1068
F 3.779 0.329 2.433 -0.1311
F 1.905 1.221 3.122 -0.0473
C 0.931 3.824 -2.379 0.4728
C 1.665 4.939 -1.686 -0.2844
O 1.077 6.250 -1.819 -0.6100
O 1.381 3.769 -3.801 -0.6719
H -0.131 4.101 -2.371 0.3106
H 1.036 2.851 -1.885 -0.1347
H 2.683 4.943 -2.114 0.1271
H 1.784 4.771 -0.604 0.1064
H 1.279 6.654 -2.672 0.3529
H 0.859 3.074 -4.226 0.2695
C 7.055 -2.771 -0.191 -0.7035
C 5.862 -1.933 0.115 0.9356
O 5.849 -1.403 1.434 -0.5277
O 7.057 -4.046 0.421 -0.5185
H 7.916 -2.231 0.223 0.2999
H 7.246 -2.794 -1.285 0.3025
H 4.954 -2.523 -0.099 -0.3525
H 5.871 -1.058 -0.547 0.0257
H 5.304 -2.019 1.955 0.3088
H 6.340 -4.588 0.077 0.3007
C -5.654 -2.443 1.080 0.4079
C -7.089 -2.353 1.585 -0.7472
O -8.048 -2.778 0.636 -0.5334
O -5.479 -1.554 -0.027 0.0612
H -5.477 -3.506 0.797 0.3776
H -4.988 -2.150 1.895 -0.2403
H -7.321 -1.305 1.785 0.2962
H -7.163 -2.890 2.540 0.3281
H -7.716 -3.511 0.105 0.3165
H -4.938 -2.002 -0.684 -0.0428
C 4.348 3.771 3.245 0.4032
C 4.554 5.017 2.531 -0.5680
O 5.356 4.979 1.384 -0.5100
O 5.499 3.461 4.075 -0.6059
H 4.066 2.900 2.626 0.0016
H 3.490 3.958 3.923 0.0545
H 4.903 5.750 3.253 0.3856
H 3.560 5.291 2.158 0.1722
H 6.183 4.518 1.570 0.3341
H 5.245 2.786 4.714 0.3002
C -5.540 -0.711 -3.178 0.2619
C -4.900 -1.979 -3.537 -0.2333
O -4.691 -2.702 -2.317 -0.3291
O -6.822 -0.863 -2.673 -0.6353
H -5.688 -0.210 -4.153 0.4360
H -4.918 -0.057 -2.558 -0.6393
H -4.047 -1.870 -4.206 0.3538
H -5.625 -2.529 -4.185 0.3438
H -3.979 -3.342 -2.440 0.1207
H -6.853 -1.059 -1.727 0.3436
C -1.835 -0.688 -5.283 0.2437
C -0.540 -0.439 -4.621 0.7905
O 0.626 -0.341 -5.445 -0.6577
O -2.189 0.334 -6.160 -0.5626
H -2.565 -0.974 -4.537 -0.6541
H -1.601 -1.603 -5.874 0.3664
H -0.439 -1.217 -3.861 -0.2528
H -0.564 0.529 -4.132 -0.3265
H 0.889 -1.184 -5.832 0.3613
H -3.035 0.090 -6.548 0.3223
C 1.553 2.126 7.394 -0.2756
C 0.530 1.789 6.399 -0.4184
O 0.254 2.750 5.399 -0.3166
O 1.049 3.110 8.287 -0.5361
H 2.460 2.463 6.888 0.1737
H 1.816 1.198 7.930 0.3305
H -0.360 1.324 6.818 0.4085
H 1.047 0.992 5.851 0.1045
H -0.210 3.522 5.747 0.2299
H 1.744 3.486 8.827 0.3047
C 1.908 -3.557 -2.385 -0.4146
C 2.557 -2.320 -2.894 1.1361
O 3.314 -2.585 -4.125 -0.7104
O 0.777 -3.948 -3.079 -0.3416
H 1.603 -3.367 -1.349 -0.1155
H 2.637 -4.374 -2.360 0.5205
H 3.253 -2.011 -2.116 -0.4215
H 1.841 -1.504 -3.027 -0.1247
H 3.430 -1.749 -4.585 0.4258
H 1.054 -4.302 -3.927 0.2761
C -3.239 -5.894 -1.952 -0.5215
C -2.112 -5.379 -2.881 -0.1762
O -2.197 -3.945 -2.984 -0.3643
O -4.540 -5.584 -2.523 -0.4716
H -3.239 -5.197 -1.113 0.0676
H -3.157 -6.905 -1.551 0.3505
H -2.256 -5.784 -3.903 0.2444
H -1.095 -5.634 -2.568 0.3500
H -1.334 -3.576 -2.766 0.0711
H -4.749 -6.027 -3.348 0.2805
C 3.031 -3.970 2.058 0.6267
C 2.374 -5.048 2.848 -0.7029
O 1.366 -4.574 3.733 -0.5524
O 3.879 -3.140 2.858 -0.5576
H 2.258 -3.394 1.506 -0.3292
H 3.662 -4.393 1.261 0.1325
H 3.120 -5.591 3.446 0.3673
H 1.936 -5.780 2.153 0.2695
H 0.891 -3.863 3.291 0.5261
H 3.368 -2.765 3.583 0.2826
C -2.184 -1.341 2.748 0.4711
C -1.161 -2.190 3.382 -1.1764
O -0.157 -2.665 2.528 -0.3619
O -1.750 0.019 2.519 -0.5699
H -3.118 -1.308 3.325 0.7564
H -2.493 -1.794 1.773 -0.3363
H -1.612 -3.079 3.843 0.4248
H -0.743 -1.628 4.228 0.1970
H 0.075 -2.018 1.850 0.3604
H -1.000 -0.047 1.910 0.2385
C -0.272 3.726 1.585 0.7832
C -1.634 3.708 2.203 0.1927
O -2.069 5.007 2.585 -0.6506
O 0.741 4.216 2.507 -0.5951
H -0.261 4.407 0.733 0.2819
H -0.019 2.732 1.197 -0.6041
H -1.652 3.019 3.065 0.0990
H -2.380 3.297 1.517 -0.3050
H -1.335 5.445 3.019 0.4158
H 0.822 3.599 3.244 0.2246
C -5.475 2.705 -1.142 -0.1239
C -4.079 3.137 -0.976 1.1555
O -3.883 4.559 -0.990 -0.6813
O -6.242 2.657 0.016 -0.6541
H -5.517 1.747 -1.676 -0.1886
H -5.945 3.479 -1.764 0.4245
H -3.502 2.688 -1.798 -0.0583
H -3.695 2.741 -0.038 -0.5304
H -2.944 4.694 -1.166 0.3103
H -5.810 2.092 0.670 0.4217
C 4.997 2.973 -1.828 0.5934
C 5.073 3.717 -3.063 -0.8221
O 4.373 3.224 -4.102 -0.5850
O 5.414 1.630 -2.017 -0.4595
H 3.986 3.009 -1.400 -0.2311
H 5.704 3.461 -1.154 0.1383
H 6.134 3.659 -3.369 0.3893
H 4.849 4.764 -2.793 0.3116
H 3.417 3.324 -4.063 0.4367
H 4.971 1.274 -2.789 0.3001
O -4.636 0.856 1.560 -0.7575
H -4.716 0.139 0.919 0.2969
H -3.696 0.840 1.777 0.1190
```

Computed properties:
Multiplicity: 1
Maximum force: 4.60 eV/A
Orbital gap: 9.43 eV
Total charge: -1
M: 1167.11 g mol⁻¹

***

Entry 2:
DFT (ωB97M-V/def2-TZVPD) results for a 13-piece molecular cluster, C30H86O21S13 overall in a non-equilibrium geometry.

```
150
Properties=species:S:1:pos:R:3:mulliken_charge:R:1
O -1.949 4.030 4.111 -0.6730
S -2.651 3.868 2.877 1.5178
O -3.673 4.815 2.517 -0.7032
O -1.601 3.855 1.705 -0.1094
C -0.170 3.765 2.051 0.4711
C 0.418 5.112 2.401 -1.3408
C -3.222 2.238 2.706 0.3412
H 0.302 3.346 1.178 -0.1922
H -0.136 3.068 2.834 0.1151
H 0.714 5.605 1.472 0.3019
H 1.335 4.902 2.941 0.3849
H -0.272 5.709 2.969 0.3354
H -3.027 1.836 1.729 -1.1918
H -4.298 2.264 2.835 0.5524
H -2.760 1.611 3.513 0.1732
O 1.049 6.635 -4.745 -0.6754
S 1.009 5.254 -5.047 1.1937
O 2.060 4.712 -5.820 -0.6513
O 0.898 4.447 -3.745 -0.0014
C 0.143 5.010 -2.609 -0.8009
C 0.296 4.228 -1.327 -0.3284
C -0.511 4.885 -5.774 -0.7747
H -0.897 5.036 -2.961 0.2576
H 0.595 5.978 -2.437 0.4268
H -0.278 4.774 -0.601 0.1731
H 1.309 4.181 -0.976 0.5125
H -0.058 3.245 -1.485 -0.1814
H -0.477 3.809 -6.009 0.0966
H -0.557 5.380 -6.750 0.4117
H -1.393 5.178 -5.158 0.3073
O 1.708 0.027 7.592 -0.6336
S 1.864 -1.032 6.642 1.1736
O 1.773 -2.350 7.131 -0.6739
O 0.830 -0.961 5.523 0.0562
C 0.757 0.343 4.819 0.3320
C -0.561 0.879 4.854 -0.8143
C 3.458 -0.942 5.785 -0.8198
H 1.022 0.138 3.778 -0.4283
H 1.525 1.037 5.219 0.5507
H -0.841 1.773 4.367 -0.0059
H -0.812 1.120 5.927 0.3060
H -1.275 0.080 4.617 0.0326
H 3.465 -1.688 4.967 0.1311
H 4.192 -1.132 6.585 0.4021
H 3.649 -0.011 5.330 0.3681
O -4.425 -0.179 1.361 -0.3217
S -4.263 -1.266 2.321 0.8724
O -3.471 -1.034 3.500 -0.6507
O -5.721 -1.825 2.759 -0.3334
C -6.720 -0.787 2.938 -0.1655
C -7.469 -0.650 1.620 -0.9402
C -3.736 -2.645 1.404 -0.5365
H -6.160 0.059 3.281 0.1965
H -7.299 -1.147 3.793 0.3805
H -7.112 0.168 0.962 0.1507
H -8.522 -0.486 1.825 0.3817
H -7.322 -1.582 1.099 0.2863
H -4.321 -2.664 0.466 0.4166
H -3.709 -3.590 1.939 0.4507
H -2.725 -2.269 1.017 -0.2092
C -0.810 -0.005 1.062 0.3994
S 0.728 0.840 0.414 0.9574
O 1.804 0.327 1.376 -0.5913
C 1.019 -0.126 -1.058 0.6567
H -1.689 0.320 0.534 0.1732
H -0.892 0.312 2.075 0.0732
H -0.706 -1.108 1.023 -0.4564
H 0.117 -0.198 -1.608 0.1949
H 1.386 -1.110 -0.795 -0.1880
H 1.803 0.309 -1.713 -0.5734
C -4.012 3.138 -0.551 -0.9000
S -2.908 2.413 -1.784 0.5764
O -1.999 1.557 -0.977 -0.3553
C -4.187 1.311 -2.394 -0.9244
H -4.119 2.297 0.242 -0.0627
H -4.949 3.328 -0.991 0.7030
H -3.710 4.074 -0.100 0.2641
H -4.468 0.806 -1.426 0.0537
H -3.859 0.624 -3.136 0.2377
H -5.024 1.875 -2.720 0.4647
C 5.241 1.210 -4.955 -1.1970
S 3.634 1.959 -4.349 0.5947
O 3.188 1.052 -3.240 -0.8469
C 4.397 3.400 -3.626 -1.0248
H 5.077 0.471 -5.680 0.4129
H 5.714 0.844 -4.044 0.2569
H 5.882 1.947 -5.444 0.4089
H 3.747 3.896 -2.896 0.1324
H 4.806 4.078 -4.361 0.4662
H 5.278 3.096 -3.039 0.3773
C 2.267 -2.723 2.337 -1.0542
S 2.322 -3.644 0.757 0.9997
O 3.654 -4.260 0.647 -0.7583
C 1.312 -5.017 1.283 -1.0518
H 2.318 -3.489 3.125 0.6096
H 1.271 -2.334 2.437 -0.1629
H 3.082 -2.038 2.369 0.3985
H 0.395 -4.700 1.794 0.1016
H 1.910 -5.645 1.997 0.4015
H 1.065 -5.613 0.419 0.3651
C 4.071 -4.293 -4.469 -1.1216
S 2.915 -2.823 -4.511 0.4970
O 1.472 -3.163 -4.771 -0.6240
C 2.857 -2.631 -2.739 0.1367
H 3.843 -5.051 -3.729 0.2960
H 5.002 -3.887 -4.207 0.4446
H 4.160 -4.735 -5.467 0.3714
H 2.533 -3.627 -2.429 0.0165
H 2.062 -1.908 -2.504 -0.7278
H 3.804 -2.360 -2.368 0.7137
C 0.183 -4.792 5.208 -1.0470
S -0.878 -3.550 4.512 1.0099
O -1.821 -4.360 3.644 -0.7516
C -1.758 -3.141 6.057 -0.9554
H 0.886 -4.276 5.891 0.2759
H 0.747 -5.356 4.433 0.2098
H -0.420 -5.425 5.856 0.4413
H -2.183 -4.046 6.567 0.4675
H -2.618 -2.495 5.781 0.1448
H -1.066 -2.505 6.700 0.2018
C 4.586 -0.338 -0.189 0.6446
S 5.687 1.067 -0.086 0.2087
O 6.263 1.298 -1.450 -0.5745
C 4.376 2.305 0.200 -0.2771
H 5.172 -1.225 -0.305 0.5909
H 4.001 -0.233 -1.108 -0.5534
H 3.871 -0.366 0.645 -0.4958
H 4.837 3.316 0.214 0.4787
H 3.764 2.094 1.130 0.1646
H 3.723 2.295 -0.614 -0.1798
C 0.419 0.189 -5.053 -0.8254
S -1.334 -0.177 -4.469 0.9794
O -2.183 1.010 -4.656 -0.7923
C -1.745 -1.353 -5.721 -1.1904
H 0.588 -0.757 -5.449 0.5764
H 1.078 0.432 -4.245 -0.2707
H 0.294 0.924 -5.890 0.4356
H -1.190 -2.270 -5.511 0.2754
H -1.435 -0.831 -6.621 0.4330
H -2.828 -1.598 -5.725 0.3346
C -2.315 -3.400 -2.358 -1.2381
S -0.533 -3.264 -1.933 1.0950
O -0.569 -3.184 -0.416 -0.6828
C -0.124 -4.982 -2.328 -1.2332
H -2.577 -3.462 -3.421 0.3554
H -2.710 -2.498 -1.995 0.2003
H -2.801 -4.147 -1.729 0.4429
H 0.932 -5.110 -2.088 0.2447
H -0.351 -5.294 -3.371 0.3300
H -0.752 -5.643 -1.734 0.4887
```

Computed properties:
Multiplicity: 1
Maximum force: 4.94 eV/A
Orbital gap: 8.71 eV
M: 1199.87 g mol⁻¹

***

Entry 3:
DFT (ωB97M-V/def2-TZVPD) results for C30H90F2O15Pb as an isolated structure in a non-equilibrium geometry.

```
138
Properties=species:S:1:pos:R:3:mulliken_charge:R:1
Pb -0.046 0.291 0.315 -1.0554
F 1.390 -0.381 2.359 0.5023
F -1.358 0.582 -1.786 -0.1173
C 2.508 0.689 6.709 -1.5714
C 2.137 0.055 5.371 0.6017
O 2.747 0.873 4.330 -0.6429
H 3.590 0.779 6.800 0.3515
H 2.174 0.072 7.543 0.3964
H 2.103 1.695 6.817 0.3202
H 1.058 -0.096 5.325 -0.0004
H 2.501 -0.969 5.288 0.1147
H 2.385 0.593 3.487 -0.0486
C -3.383 4.430 -4.408 -1.3712
C -2.801 3.039 -4.214 -0.0047
O -2.079 3.051 -3.003 -0.0970
H -2.568 5.148 -4.494 0.2904
H -4.060 4.665 -3.586 0.3111
H -3.970 4.440 -5.326 0.4174
H -2.086 2.814 -5.005 0.2041
H -3.550 2.250 -4.146 0.3328
H -1.913 2.160 -2.688 -0.3900
C -0.159 -4.918 4.112 -1.5096
C 0.703 -3.946 3.274 1.0602
O 0.772 -2.665 3.924 -0.5824
H 0.296 -4.939 5.103 0.3694
H -0.192 -5.886 3.612 0.3962
H -1.174 -4.527 4.174 0.3089
H 0.199 -3.854 2.312 -0.4798
H 1.739 -4.256 3.139 0.0600
H 1.101 -2.017 3.298 -0.1715
C 5.624 -2.768 2.641 -1.2920
C 4.251 -2.340 3.137 0.0914
O 3.455 -2.261 1.993 -0.3415
H 5.537 -3.705 2.092 0.1954
H 6.282 -2.969 3.487 0.4169
H 6.115 -2.012 2.028 0.2936
H 4.224 -1.323 3.530 0.2224
H 3.757 -2.994 3.856 0.2157
H 2.827 -1.552 2.146 -0.5183
C 3.882 0.819 -0.229 -0.8210
C 3.211 -0.075 -1.227 0.0333
O 1.848 0.267 -1.289 1.0087
H 4.076 1.825 -0.602 0.3162
H 4.858 0.421 0.048 0.4538
H 3.268 0.822 0.671 -0.2314
H 3.279 -1.135 -0.979 -0.1417
H 3.670 -0.022 -2.214 0.2248
H 1.551 -0.129 -2.111 -0.1217
C -1.168 -1.423 -6.390 -1.1076
C -1.967 -0.640 -5.297 0.1496
O -1.261 -1.042 -4.077 -0.5789
H -1.180 -2.477 -6.116 0.2302
H -0.147 -1.068 -6.525 0.2011
H -1.555 -1.242 -7.393 0.4495
H -3.036 -0.841 -5.220 0.3296
H -1.879 0.445 -5.342 -0.1383
H -1.457 -0.415 -3.376 0.0320
C 3.357 -5.749 -1.157 -1.3366
C 3.128 -5.107 0.220 -0.1738
O 2.718 -3.744 -0.006 -0.1602
H 2.424 -5.795 -1.718 0.2655
H 3.796 -6.729 -0.968 0.4293
H 4.103 -5.192 -1.724 0.2645
H 4.018 -5.182 0.845 0.3615
H 2.388 -5.690 0.769 0.2956
H 2.992 -3.373 0.836 0.1103
C -4.077 -1.355 2.279 -1.2013
C -2.837 -1.846 1.610 -0.0525
O -2.437 -0.959 0.586 -0.0715
H -3.736 -0.525 2.898 0.0574
H -4.523 -2.088 2.950 0.4408
H -4.861 -1.083 1.572 0.2845
H -3.013 -2.831 1.178 0.3231
H -2.042 -2.022 2.335 0.1248
H -3.215 -0.836 0.037 0.1813
C -5.740 1.569 -0.058 -1.3008
C -4.279 1.587 -0.511 1.2874
O -3.994 0.449 -1.322 -0.7026
H -5.937 2.436 0.572 0.2160
H -5.835 0.705 0.599 0.2080
H -6.333 1.503 -0.970 0.3870
H -3.670 1.597 0.393 -0.4066
H -4.122 2.560 -0.976 0.1858
H -3.064 0.523 -1.551 -0.0811
C -0.894 -4.198 -0.737 -1.2684
C -0.445 -2.813 -1.289 0.6809
O 0.288 -2.203 -0.277 2.6095
H -0.103 -4.944 -0.819 0.1951
H -1.743 -4.619 -1.275 0.4113
H -1.256 -4.182 0.291 0.1183
H -1.307 -2.161 -1.430 -0.2415
H 0.177 -2.719 -2.179 -0.1574
H 1.097 -2.713 -0.202 -0.9190
C 0.645 4.529 1.491 -1.3766
C 1.407 3.366 0.843 -0.0288
O 0.573 2.754 -0.111 1.7483
H -0.365 4.226 1.767 -0.0488
H 0.522 5.383 0.826 0.3968
H 1.206 4.940 2.331 0.4472
H 1.734 2.669 1.616 0.1170
H 2.250 3.891 0.395 0.3255
H 0.435 3.356 -0.846 -0.8089
C -3.147 5.066 0.484 -0.5716
C -4.048 4.676 1.673 -0.3667
O -3.334 3.711 2.348 -0.3329
H -3.616 5.630 -0.323 0.4367
H -2.767 4.165 0.002 -0.2719
H -2.333 5.673 0.879 0.2721
H -5.020 4.293 1.359 0.1876
H -4.250 5.467 2.394 0.3914
H -3.810 3.373 3.110 0.1901
C -0.470 2.280 4.018 -1.2884
C -1.333 1.326 3.197 0.0983
O -1.455 1.728 1.884 1.5758
H 0.458 2.510 3.494 -0.0141
H -0.305 1.800 4.982 0.4499
H -0.930 3.262 4.133 0.3892
H -2.282 1.210 3.720 0.1778
H -0.863 0.342 3.176 0.0514
H -1.954 2.540 1.770 -0.9862
C 1.761 -3.275 -4.507 -0.9382
C 2.223 -1.795 -4.514 -0.4043
O 1.423 -1.038 -3.634 -0.0198
H 2.246 -3.880 -5.273 0.4362
H 0.705 -3.483 -4.674 0.1917
H 1.915 -3.625 -3.486 0.1062
H 2.287 -1.288 -5.476 0.3397
H 3.240 -1.772 -4.123 0.3509
H 0.561 -1.048 -4.055 -0.1609
C 1.651 3.019 -3.191 -0.4742
C 0.973 4.381 -3.137 -0.4793
O -0.002 4.365 -2.114 -0.4405
H 0.993 2.181 -2.959 -0.1847
H 2.440 2.975 -2.441 0.0820
H 2.140 2.800 -4.140 0.5872
H 0.405 4.584 -4.045 0.2800
H 1.744 5.147 -3.049 0.3632
H -0.802 3.977 -2.476 0.2729
```

Computed properties:
Multiplicity: 1
Relative energy (zero: lowest compared OMol25 entry of this formula, charge and spin): 0.0 kcal per mole
Maximum force: 2.25 eV/A
Orbital gap: 9.62 eV
M: 936.23 g mol⁻¹